(1)
C22H28N2O6S | ωB97M-V with the def2-TZVPD basis set

Structure (XYZ):
```
59
Properties=species:S:1:pos:R:3:forces:R:3:mulliken_charge:R:1
S -0.473 1.486 4.133 -0.170 0.145 0.433 -0.1373
O -0.890 0.964 -2.392 -0.112 0.386 -0.070 -0.4048
O -1.906 -0.765 -0.020 -0.218 -0.094 -0.143 -0.7059
O 1.952 1.964 -0.073 0.080 0.062 -0.179 -0.5942
O -2.201 -2.845 -4.390 0.134 -0.172 0.509 -0.4628
O -2.646 0.392 -3.618 0.203 0.043 0.187 -0.6486
O -0.777 -4.946 -3.199 0.278 0.228 -0.161 -0.4884
N -1.189 0.317 1.849 0.010 0.071 -0.093 0.0678
N 0.726 1.650 1.814 0.278 0.221 -0.066 -0.0759
C 5.141 4.560 1.334 0.067 0.021 0.276 -1.2577
C -1.859 -1.586 3.250 -0.041 0.164 -0.118 -0.9717
C -1.633 0.058 -3.064 -0.596 -0.078 -0.367 0.2347
C 3.444 2.833 4.381 -0.177 -0.245 -0.243 -1.0137
C 0.079 -1.099 -2.044 -0.243 -0.139 -0.510 -0.3868
C 4.897 4.177 2.789 -0.191 -0.110 -0.269 -0.5654
C 0.180 0.351 -1.684 0.406 -0.098 0.624 -0.0127
C -2.043 -5.400 -3.632 -0.315 -0.287 -0.114 -0.6976
C -0.992 -1.272 -2.927 0.581 -0.115 0.252 0.5004
C 0.883 1.396 0.498 -0.624 -0.416 0.261 0.4576
C 0.474 -3.419 -1.998 -0.153 0.089 -0.113 -0.7942
C 0.023 0.596 -0.205 0.325 0.197 -0.556 -0.3930
C 0.927 2.624 4.376 -0.152 -0.384 -0.248 -0.6556
C -1.088 -0.015 0.469 0.386 0.259 0.161 0.8293
C -2.286 -0.280 2.590 -0.349 -0.352 0.235 -1.0551
C -0.286 1.119 2.433 0.425 0.316 -0.065 0.2430
C -0.576 -3.635 -2.883 -0.072 0.128 0.083 0.3122
C 0.838 -2.148 -1.588 -0.107 0.091 -0.073 -0.6851
C -1.303 -2.545 -3.423 0.160 -0.141 -0.014 1.1602
C 2.250 1.885 4.514 0.161 0.119 0.105 -0.5943
C 3.703 3.236 2.930 0.303 0.245 0.395 -0.1161
C -2.591 -1.866 -5.331 -0.297 0.280 -0.368 -0.8766
H 1.666 -1.992 -0.915 0.096 -0.003 0.114 0.4932
H -1.531 -2.292 2.491 0.015 -0.078 -0.044 0.3291
H -3.077 -0.475 1.863 0.099 0.150 0.175 0.3783
H 0.923 3.291 3.518 0.014 0.099 0.095 0.2731
H -1.723 -1.317 -5.705 -0.004 -0.024 0.022 0.3580
H 2.317 1.122 3.736 -0.003 -0.029 0.076 0.3121
H 3.273 3.725 4.988 0.075 0.076 0.073 0.3423
H 4.718 5.080 3.377 0.039 0.002 0.084 0.3563
H -2.702 -2.014 3.785 -0.074 -0.094 0.084 0.3615
H -1.049 -1.415 3.955 0.061 -0.042 0.075 0.2980
H 4.334 2.335 4.771 0.053 0.063 0.053 0.4055
H -3.303 -1.156 -4.910 0.137 -0.166 -0.077 0.3258
H 5.340 3.675 0.732 0.031 -0.078 -0.114 0.2902
H 2.414 2.488 0.600 -0.140 -0.107 0.012 0.1480
H 0.687 3.183 5.280 -0.069 0.026 -0.007 0.4783
H -2.634 0.438 3.336 -0.048 -0.032 -0.157 0.5404
H 4.273 5.068 0.920 -0.082 0.064 -0.093 0.3046
H -3.054 -2.422 -6.146 0.083 0.035 -0.004 0.2617
H 5.789 3.692 3.192 0.024 0.022 0.090 0.3290
H 2.818 3.730 2.524 -0.087 -0.020 -0.112 0.2830
H 2.277 1.384 5.483 -0.036 -0.058 -0.016 0.3802
H 1.010 -4.288 -1.650 0.043 -0.127 0.015 0.4498
H -2.852 -4.933 -3.068 0.018 -0.018 -0.013 0.3110
H 3.892 2.332 2.345 -0.056 -0.076 -0.084 0.3057
H -2.197 -5.221 -4.698 -0.004 -0.020 0.139 0.2092
H 5.996 5.226 1.252 0.071 0.068 -0.123 0.3973
H 1.120 0.809 -2.017 -0.202 -0.141 -0.017 0.5710
H -2.041 -6.475 -3.443 -0.038 0.071 0.004 0.2953
```
Forces are in eV/Å.

SMILES: CCCCCCSc1nc(O)c([C@@H]2OC(=O)c3c2ccc(OC)c3OC)c(=O)n1CC
HOMO-LUMO gap: 8.45 eV
Energy relative to the best compared isomer or geometry (same formula, charge and spin): 11.5 kJ/mol
Charge: 0


(2)
C22H28N3O3SSe2Y | ωB97M-V with the def2-TZVPD basis set

Structure (XYZ):
```
60
Properties=species:S:1:pos:R:3:forces:R:3:mulliken_charge:R:1
Y 0.955 1.294 0.348 0.749 0.463 0.930 0.8816
Se 3.434 1.641 1.916 0.398 0.311 0.521 0.0799
Se 0.007 2.825 2.645 0.244 0.128 0.727 0.1439
S 0.164 -0.588 2.049 -0.100 0.045 0.361 -0.3646
O -0.771 2.605 -0.176 -0.192 0.186 -0.234 -0.2516
O 0.072 0.284 -1.095 -1.052 -0.806 -1.686 -0.5830
O -2.696 -2.107 -3.936 0.001 -0.077 -0.017 -0.4472
N -1.232 -2.553 0.873 0.262 0.088 -0.099 0.2988
N 0.769 -2.416 0.041 -0.263 0.053 0.048 0.5035
N 2.453 -0.757 -0.236 -0.021 0.078 -0.105 0.8802
C 1.446 2.449 3.932 -0.116 0.165 -0.105 -0.6709
C -3.913 -2.320 -4.658 -0.141 -0.048 -0.082 -0.9327
C -2.577 -1.025 -3.177 0.064 0.265 0.166 0.4896
C -1.359 -0.868 -2.524 0.188 -0.030 0.093 -0.0377
C 4.584 -1.363 -1.171 0.026 0.002 -0.003 -1.0121
C -1.100 0.222 -1.702 -0.523 -0.282 -0.476 0.6445
C -2.410 -2.273 1.677 -0.188 0.039 0.229 -0.8240
C -3.333 1.037 -2.230 0.069 0.150 0.084 -1.1530
C 0.127 -3.490 -0.570 -0.112 -0.111 -0.105 -0.5116
C 2.095 -2.039 -0.294 0.319 0.052 0.048 -0.0219
C -0.090 -1.850 0.933 -0.008 -0.217 -0.045 -0.1214
C 2.964 -3.044 -0.703 -0.018 -0.018 0.027 -0.6871
C -3.586 -0.055 -3.008 -0.202 -0.114 -0.156 -1.0321
C 3.679 -0.444 -0.681 0.077 -0.074 0.034 -0.4637
C -1.108 -3.570 -0.050 0.011 -0.054 -0.006 -0.5869
C 4.223 -2.700 -1.156 -0.039 0.017 0.038 -0.5774
C -2.862 3.523 -0.771 0.058 0.055 0.034 -1.6674
C 3.631 -0.034 2.893 0.056 0.021 0.084 -0.9180
C -1.849 2.420 -0.812 -0.114 0.108 -0.057 1.3770
C 2.838 2.765 3.417 -0.052 -0.157 -0.100 -0.7848
C -2.105 1.230 -1.557 0.338 -0.225 0.083 -0.1317
C 0.241 4.752 2.460 0.056 -0.064 -0.070 -0.9128
H -2.661 -1.217 1.608 0.014 -0.009 -0.064 0.3133
H -0.585 -1.608 -2.678 0.000 -0.001 0.003 0.5678
H -2.222 -2.515 2.722 0.025 -0.029 -0.030 0.3373
H -2.458 4.369 -0.222 0.001 -0.006 0.000 0.2535
H 3.579 2.628 4.203 0.024 0.013 -0.006 0.4850
H 0.578 -4.080 -1.347 0.043 0.065 0.018 0.4855
H -3.773 3.182 -0.276 -0.003 -0.001 -0.005 0.4188
H 2.678 -0.346 3.303 -0.032 -0.049 -0.005 0.3128
H -4.543 -0.159 -3.498 0.042 0.030 0.021 0.4633
H 1.331 1.395 4.184 -0.013 -0.008 0.038 0.3538
H -4.754 -2.444 -3.975 0.029 0.004 0.007 0.3770
H -4.106 1.788 -2.132 -0.014 -0.030 0.000 0.4303
H -3.132 3.843 -1.777 -0.008 0.006 0.005 0.4435
H -4.111 -1.500 -5.349 0.054 0.019 0.024 0.3946
H 1.245 3.029 4.833 -0.032 -0.013 0.006 0.4831
H 2.662 -4.081 -0.653 0.008 0.014 0.002 0.5972
H 3.998 -0.782 2.197 -0.009 0.018 -0.039 0.3003
H 4.913 -3.467 -1.481 -0.007 0.001 -0.020 0.4589
H 2.915 3.791 3.064 0.066 0.009 -0.004 0.3959
H -3.764 -3.235 -5.221 0.011 -0.001 0.016 0.2632
H -3.237 -2.873 1.310 0.036 -0.020 -0.044 0.3374
H 4.366 0.122 3.678 0.020 0.043 -0.039 0.4421
H -1.907 -4.259 -0.260 -0.012 0.036 -0.001 0.5078
H -0.023 5.226 3.401 -0.008 -0.047 0.022 0.3777
H 5.548 -1.039 -1.538 0.000 0.014 0.029 0.4709
H -0.446 5.077 1.683 0.000 -0.030 -0.015 0.2270
H 1.259 5.003 2.177 -0.010 0.019 -0.023 0.3418
H 3.958 0.603 -0.632 -0.003 0.006 -0.054 0.5548
```
Forces are in eV/Å.

HOMO-LUMO gap: 8.25 eV
Energy relative to the best compared isomer or geometry (same formula, charge and spin): 36.5 kJ/mol
Charge: +2


(3)
C22H28N4O3 | ωB97M-V with the def2-TZVPD basis set

Structure (XYZ):
```
57
Properties=species:S:1:pos:R:3:forces:R:3:mulliken_charge:R:1
O 0.653 0.034 3.693 0.120 0.083 0.116 -0.1138
O -0.986 4.841 -2.603 0.476 0.204 0.027 -0.5943
O 2.786 -2.736 0.821 -0.188 -0.023 -0.263 -0.4420
N -0.850 1.774 -2.101 0.152 0.097 -0.131 0.5561
N -0.476 0.283 3.035 -0.839 0.082 -0.453 -0.5027
N 1.078 -1.224 3.552 0.174 -0.930 -0.090 -0.5382
N -2.441 0.660 0.027 -0.206 0.047 -0.044 0.1638
C 1.138 0.298 -1.508 0.160 0.104 -0.050 1.3854
C -1.903 -1.172 1.598 -0.360 -0.395 -0.391 0.5418
C 3.669 -2.502 1.905 0.424 0.180 0.296 -0.2028
C -1.878 0.784 -2.338 -0.174 -0.189 0.078 -1.4537
C 0.195 -1.825 2.774 -0.416 1.451 0.213 0.7776
C 2.281 -1.688 0.119 -0.133 0.043 -0.220 0.4644
C 5.058 -2.067 1.449 -0.396 -0.133 -0.049 -1.3084
C -1.921 -2.458 1.128 -0.333 0.828 0.197 -0.3430
C -2.247 3.480 -0.991 0.305 0.173 -0.384 -1.2068
C 1.843 0.627 -0.359 -0.032 -0.090 -0.295 -1.0371
C -2.231 4.254 -2.315 -0.411 -0.314 0.249 -0.5834
C 2.409 -0.343 0.451 0.135 -0.174 0.298 0.1170
C -2.153 -0.142 -1.146 0.077 0.041 -0.229 0.0045
C -2.893 -0.126 1.168 -0.050 0.092 -0.169 -1.7742
C 0.520 1.368 -2.381 -0.058 -0.055 0.006 -1.8980
C -1.333 1.545 0.331 0.308 0.210 -0.105 -0.1200
C -0.811 -0.845 2.436 1.197 -0.341 0.746 0.8667
C 1.016 -1.050 -1.833 0.170 0.124 0.076 -0.5627
C -1.075 2.490 -0.855 -0.274 0.175 0.355 -0.5433
C 1.569 -2.027 -1.034 0.084 -0.110 0.158 -0.6894
C 0.118 -3.138 2.277 -0.171 -0.527 -0.252 -0.7304
C -0.935 -3.420 1.461 0.679 -0.296 0.398 -0.6850
H 2.944 -0.035 1.336 0.074 -0.023 0.095 0.5214
H -1.590 2.131 1.215 0.047 0.011 0.034 0.8054
H -0.167 3.064 -0.636 -0.032 -0.039 -0.023 0.6906
H -0.410 0.987 0.546 -0.186 0.107 0.046 -0.5532
H 0.533 1.027 -3.422 0.086 0.060 0.043 0.5129
H -3.834 -0.606 0.881 0.035 -0.004 0.118 0.5345
H 0.869 -3.865 2.536 0.067 -0.141 -0.032 0.3555
H -1.039 -4.413 1.048 0.039 -0.101 -0.012 0.4104
H 1.475 -3.072 -1.286 0.007 -0.137 -0.035 0.4438
H -3.030 -0.755 -1.369 0.007 -0.056 -0.028 0.6202
H -2.731 -2.767 0.483 -0.104 0.028 -0.078 0.4070
H -2.528 3.589 -3.137 -0.050 0.067 0.076 0.2259
H -1.600 0.187 -3.209 -0.038 0.020 -0.048 0.5699
H 5.481 -2.816 0.784 0.074 -0.050 -0.042 0.3198
H -3.190 2.941 -0.905 -0.097 0.012 0.066 0.2820
H 3.733 -3.471 2.408 -0.034 0.144 0.014 0.3866
H -1.293 -0.812 -0.986 -0.197 0.041 -0.004 -0.1740
H 1.967 1.666 -0.087 0.004 0.116 0.022 0.2338
H -2.946 5.079 -2.263 -0.013 -0.113 -0.046 0.4666
H 1.139 2.270 -2.316 0.010 -0.053 -0.060 0.3864
H 0.488 -1.339 -2.732 -0.068 -0.032 -0.104 0.3476
H -2.180 4.185 -0.162 -0.053 0.013 0.088 0.5130
H -0.363 4.120 -2.744 -0.047 -0.033 -0.079 0.3392
H 5.015 -1.121 0.915 0.055 0.079 -0.016 0.3066
H -3.080 0.569 1.990 -0.094 -0.062 -0.004 0.5189
H 3.236 -1.783 2.609 0.042 -0.140 -0.106 0.2116
H 5.705 -1.955 2.314 0.097 0.031 0.087 0.4305
H -2.804 1.319 -2.572 -0.052 -0.106 -0.059 0.3391
```
Forces are in eV/Å.

SMILES: CCOc1ccc(CN2CCN(Cc3cccc4nonc34)C[C@@H]2CCO)cc1
HOMO-LUMO gap: 7.51 eV
Energy relative to the best compared isomer or geometry (same formula, charge and spin): 566.8 kJ/mol
Charge: 0


(4)
C22H29BBeCl4F30KMgN2O4P | ωB97M-V with the def2-TZVPD basis set

Structure (XYZ):
```
96
Properties=species:S:1:pos:R:3:forces:R:3:mulliken_charge:R:1
K -5.261 5.594 1.822 -3.054 5.255 -3.935 1.0042
Cl 1.267 3.120 6.258 -0.016 -0.004 -0.119 -0.1120
Cl 1.077 4.546 8.790 -0.160 -0.175 -0.246 -0.1103
Cl -2.073 0.429 5.528 0.072 -1.923 2.314 -0.0886
Cl 0.381 1.721 8.654 -0.054 0.330 -0.264 -0.0892
P 7.436 -1.303 -1.025 2.697 -1.075 2.270 0.7942
Mg -1.132 5.539 2.067 2.115 2.312 -0.152 0.7082
F 0.036 -0.801 -0.022 -0.154 2.629 4.025 -0.2827
F -3.006 -5.229 3.818 -0.868 -0.326 0.357 -0.3438
F -4.477 -0.569 -6.136 0.934 0.676 -0.180 -0.2261
F -4.236 1.892 1.443 2.691 0.141 4.031 -0.2986
F 0.989 2.285 1.918 0.242 -4.016 -1.652 -0.2796
F -1.494 1.927 0.400 0.219 -3.663 3.014 -0.2813
F -4.544 4.187 2.903 6.073 -6.647 3.910 -0.4304
F 6.883 -1.850 -2.375 -0.528 -0.605 -7.366 -0.2294
F -5.299 -5.361 4.418 1.487 -0.367 0.041 -0.3736
F 2.917 -0.264 -0.238 -3.272 3.706 0.517 -0.2914
F -3.995 -7.340 4.269 0.066 2.056 0.402 -0.3662
F 6.353 -2.357 -0.644 -3.482 -2.020 3.671 -0.3115
F -3.620 -5.802 6.038 -0.465 0.021 -1.881 -0.3286
F -2.689 -0.434 3.166 1.693 4.510 -2.310 -0.1947
F 2.145 0.268 2.444 -2.931 2.387 -3.470 -0.2779
F 8.832 -1.188 -1.708 2.323 2.568 -4.236 -0.3083
F -2.894 -1.078 -7.544 -0.064 0.846 0.846 -0.2263
F 0.046 -1.122 2.341 -0.958 3.987 -3.631 -0.2641
F 1.443 1.547 -1.131 1.657 -2.152 3.073 -0.2946
F -3.431 5.075 5.091 2.225 -4.538 -1.713 -0.2362
F -3.896 0.841 -7.696 0.709 -0.436 1.235 -0.2477
F 7.127 0.134 -1.545 -1.332 3.920 -4.975 -0.2617
F -2.445 -0.251 0.537 2.987 3.510 2.313 -0.2139
F -2.811 2.735 5.599 -0.425 5.704 -4.131 -0.1240
F -4.487 1.247 3.714 3.340 3.046 -3.115 -0.2058
F 6.995 -0.483 0.225 -0.767 0.490 5.650 -0.3542
F 8.427 -2.071 -0.099 0.057 -3.191 4.102 -0.2962
F -1.281 4.218 4.513 -4.461 -1.208 0.238 -0.2026
F -2.280 4.143 2.161 -2.899 -2.932 0.664 -0.4815
F -1.118 1.275 3.694 -2.603 0.190 -4.098 -0.1494
O -1.357 -0.388 -5.331 -0.435 0.024 -0.932 -0.3350
O 4.397 -0.443 -3.622 1.512 -2.263 -0.032 -0.4315
O -2.778 1.362 -4.916 0.050 -0.526 -1.823 -0.5467
O -3.872 -6.309 0.622 0.265 1.966 -0.072 -0.4408
N 4.205 3.589 -1.496 -0.662 1.588 -1.015 0.0404
N -3.892 -3.995 0.697 -0.413 0.474 0.017 0.3750
C -1.761 -1.196 -4.231 0.138 -0.362 0.143 0.1676
C 3.371 2.118 0.423 1.568 1.230 -0.458 -0.6757
C -2.592 -2.397 -4.638 -0.466 -0.078 -0.028 -1.3299
C -5.317 -3.912 0.455 0.110 0.145 0.039 -0.9276
C -2.194 0.929 2.738 0.385 -3.275 1.090 0.3756
C 2.169 1.018 0.046 2.768 1.127 0.153 1.0892
C 5.436 2.707 -1.306 0.182 -1.312 2.870 -0.5550
C 4.913 1.763 -0.031 1.732 0.655 1.834 -0.6381
C -3.408 -0.060 -6.796 -1.394 -0.967 -1.656 0.6556
C -2.293 0.582 -5.878 0.369 -0.173 3.023 0.2661
C -0.063 -0.052 1.287 0.540 -3.142 -0.297 0.3283
C -1.518 0.702 1.258 -2.079 -1.072 -2.445 0.3591
C -3.139 -2.770 0.868 -0.047 -0.982 -0.054 -1.1008
C -3.224 3.477 3.099 -2.742 -0.465 1.951 0.4107
C 0.379 3.265 7.784 -0.143 -0.102 0.517 0.2393
C 3.239 3.608 -0.301 -1.653 -0.744 2.675 -0.8679
C -3.295 -5.237 0.757 0.464 -1.844 0.309 0.1195
C 1.243 0.917 1.420 2.220 -0.765 1.778 0.6953
C 2.977 -0.457 -3.637 -1.768 0.206 -0.155 0.7968
C -2.738 3.831 4.613 1.679 1.285 3.226 0.6566
C 2.478 -1.782 -4.175 0.320 0.468 0.092 -1.2941
C -3.507 1.904 2.769 -3.149 -1.588 -0.381 0.6668
B -3.980 -5.933 4.636 -0.178 -0.996 0.564 0.5927
Be 4.831 -2.220 -4.249 0.259 0.138 1.981 0.6926
H 2.848 -1.951 -5.191 -0.211 0.115 -0.555 0.4159
H -2.247 -0.621 -3.437 -0.068 0.217 -0.235 0.3428
H -0.829 -1.578 -3.797 0.072 0.202 -0.083 0.0098
H -3.544 -2.223 1.725 -0.053 0.060 -0.004 0.4287
H -5.645 -2.869 0.434 0.212 -0.200 0.040 0.3833
H 4.701 -0.573 -4.536 0.196 2.199 -1.061 0.3422
H -3.241 -2.163 -0.036 -0.155 -0.033 0.041 0.5432
H 4.504 4.600 -1.534 -0.238 -1.311 -0.696 0.4208
H -3.636 -2.119 -4.794 0.164 -0.113 -0.015 0.2884
H -2.581 -3.153 -3.847 0.087 0.056 -0.058 0.4265
H -2.220 -2.844 -5.564 0.038 0.041 0.185 0.3124
H 1.385 -1.810 -4.189 0.081 -0.311 -0.157 -0.0559
H 2.625 0.375 -4.254 -0.005 -0.126 0.057 0.3678
H 2.624 -0.301 -2.613 0.394 -0.069 -0.144 -0.1354
H 5.293 0.657 0.007 -0.999 2.095 -0.520 0.3154
H -2.211 -5.186 0.946 -0.212 0.075 0.036 0.3087
H 2.120 3.950 -0.509 2.589 -0.941 -0.343 0.3258
H 6.214 3.458 -0.842 -1.079 -1.987 -1.494 0.2617
H -2.080 -2.978 1.043 -0.229 -0.113 0.022 0.2051
H -5.544 -4.389 -0.504 -0.096 -0.108 0.109 0.3639
H -5.845 -4.449 1.249 -0.038 -0.131 0.001 0.3346
H 3.749 3.333 -2.409 0.172 0.533 1.234 0.4138
H 3.526 2.349 1.584 -1.168 -1.032 -2.594 0.5447
H 2.846 -2.610 -3.560 -0.146 -0.359 0.556 0.4951
H 5.542 2.255 0.854 -1.378 -1.277 -1.693 0.3255
H -1.657 1.070 -6.630 0.067 0.529 -0.262 0.2352
H 5.783 2.011 -2.185 -0.792 1.959 1.431 0.2542
H 3.579 4.385 0.516 -0.091 -1.530 -1.974 0.3513
H -0.656 3.531 7.557 0.361 -0.101 0.065 0.0659
```
Forces are in eV/Å.

HOMO-LUMO gap: 1.40 eV
Charge: +2